1.
ORCA calculation (ωB97M-V/def2-TZVPD) on C11H26ClN4PbS3Sb as an isolated structure.

The geometry in XYZ format:
```
47
Properties=species:S:1:pos:R:3:forces:R:3
Pb 0.0071 1.2502 0.6148 0.597 -0.688 1.633
C 0.4095 0.3107 -2.8267 -1.267 -0.366 -0.558
C -2.1774 0.2366 -2.4744 -0.131 0.115 -3.409
N -3.0208 -0.6389 -2.0423 0.730 0.028 2.196
C -3.2392 -0.9646 -0.6123 0.116 -0.056 0.049
C -2.0885 -1.7524 0.0449 0.016 -0.127 -0.096
N -1.2956 -1.0780 1.1067 -0.263 0.172 -0.139
C -0.3035 -2.0443 1.6110 -0.045 0.039 0.191
C 0.3870 -1.7167 2.9364 -0.026 -0.003 0.004
C 1.3545 -0.5243 3.0914 -0.051 0.025 0.015
N 1.8824 0.0190 1.8271 0.066 -0.029 -0.213
C 2.7910 -0.9158 1.1275 0.061 -0.028 -0.053
C 2.9806 -0.6631 -0.3662 -0.234 -0.005 0.011
N 1.6902 -0.6916 -1.0501 -0.150 -0.015 -0.085
C 1.6702 -0.4038 -2.5140 -0.103 0.486 1.103
H -0.0959 2.5193 -2.6259 -0.252 -1.057 0.543
H -1.0420 1.5664 -3.9812 0.286 -1.356 1.655
H -1.9590 2.4410 -2.7573 -0.550 -1.308 1.348
H -0.5896 1.1412 -1.1622 -0.114 0.651 -0.993
H -3.4199 -1.2946 -2.7029 -0.251 0.283 -0.143
H -4.1461 -1.5662 -0.5566 -0.054 0.090 0.055
H -3.4256 -0.0212 -0.0942 -0.010 -0.037 0.043
H -1.3855 -2.0631 -0.7328 -0.002 0.032 -0.016
H -2.5138 -2.6651 0.4761 0.091 -0.068 -0.061
H -1.9376 -0.8480 1.8633 0.078 0.046 0.051
H 0.4200 -2.1964 0.8131 0.003 -0.036 0.004
H -0.7961 -3.0110 1.7716 0.022 -0.020 -0.058
H 0.9277 -2.6298 3.1921 -0.041 -0.016 0.034
H -0.3839 -1.6074 3.7036 0.020 -0.055 0.028
H 2.1768 -0.8473 3.7376 0.020 0.044 -0.003
H 0.8556 0.3013 3.5969 -0.035 -0.005 -0.021
H 2.3995 0.8671 2.0473 0.057 -0.049 0.051
H 2.3797 -1.9181 1.2454 0.063 -0.020 0.075
H 3.7708 -0.9193 1.6145 -0.008 -0.024 0.016
H 3.6825 -1.4291 -0.7201 0.039 0.080 -0.084
H 3.4357 0.3129 -0.5542 0.012 0.004 0.059
H 1.2264 -1.5836 -0.9229 0.115 -0.046 0.085
H 1.7834 -1.3162 -3.1054 -0.045 0.047 -0.094
H 2.5098 0.2603 -2.7398 0.157 -0.168 0.054
S -0.8791 2.4372 2.8131 0.164 0.070 0.046
Sb -0.1203 5.0504 0.4698 -0.042 -0.606 0.383
S 0.8048 3.5171 2.1981 -0.066 0.320 0.069
S 0.5374 3.8021 -1.5429 0.214 1.030 0.533
Cl -0.8799 1.3011 -2.5293 1.448 0.825 -5.336
C -1.1042 3.5662 -0.7030 -0.826 -1.482 -2.905
H -1.3558 2.5247 -1.2229 0.037 1.638 3.390
H -1.9233 3.8849 -1.3629 0.153 1.647 0.539
```
Positions in Å, forces in eV/Å.

Summary:
Expectation value of S²   0.784
LUMO level (spin up / spin down)   -4.483 / -4.470 eV
Charge   +1
Spin multiplicity   2
ΔE to the lowest compared entry with this formula, charge and spin   25.956 eV
Gap between HOMO and LUMO (spin up / spin down)   5.31 / 4.90 eV

---

2.
ORCA calculation (ωB97M-V/def2-TZVPD) on C11H26N3OP2Sn as an isolated structure.

The geometry in XYZ format:
```
44
Properties=species:S:1:pos:R:3:forces:R:3
C -1.4553 -0.0363 -5.0484 -2.041 -1.931 3.276
C -2.2752 1.0044 -5.4805 -0.310 -0.289 0.550
C -3.4645 1.0528 -4.6924 -0.084 -0.217 -0.005
C -3.4651 -0.0096 -3.7370 0.841 0.393 -0.405
C -2.2608 -0.7275 -3.8129 1.740 2.064 -3.597
Sn 1.0320 0.8657 -1.7312 0.134 -0.608 -2.955
P 3.1326 -0.7317 -1.5370 -1.527 1.298 -0.506
H -0.4730 -0.3610 -5.4050 -0.424 0.250 0.170
H -2.0601 1.6933 -6.2991 0.020 -0.137 0.181
H -4.2549 1.8019 -4.7939 0.182 -0.271 -0.038
H -1.8870 -1.5479 -3.2066 -0.146 0.133 -0.126
H -4.2756 -0.2043 -3.0395 0.066 0.040 0.025
H 3.9144 -0.4327 -0.3745 0.721 -1.116 -0.014
H 4.0376 -0.6047 -2.6302 -0.103 -0.111 0.583
H 2.8334 -2.1278 -1.5104 0.764 0.172 0.373
C 1.8462 -2.2277 1.2792 -0.057 0.187 -0.002
N 1.6622 -0.8228 1.6635 0.137 -0.345 0.785
C 2.5096 -0.3799 2.7765 -0.011 -0.139 -0.030
P 0.2749 -0.0474 1.2570 0.396 0.840 -2.209
O -0.0206 -0.2904 -0.2300 -0.276 -0.439 2.205
N -1.0358 -0.5112 2.1279 -0.434 -0.226 0.625
C -2.3747 -0.4350 1.5120 0.037 -0.122 -0.215
C -0.9516 -1.4587 3.2489 0.149 0.141 -0.266
N 0.6549 1.5387 1.6150 -0.420 -0.142 -0.166
C 1.8115 2.1614 0.9225 -0.127 1.003 0.863
C -0.4603 2.4884 1.7973 0.224 -0.172 -0.077
H 1.5985 -2.8956 2.1200 0.099 0.080 -0.174
H 2.8944 -2.3811 0.9925 -0.192 -0.046 0.083
H 1.2120 -2.4782 0.4191 0.139 0.160 0.238
H 3.5585 -0.3406 2.4467 -0.221 -0.054 0.082
H 2.2105 0.6181 3.1192 0.076 -0.362 -0.172
H 2.4340 -1.0837 3.6208 0.059 0.116 -0.122
H -2.4742 -1.1360 0.6668 0.012 0.359 0.208
H -3.1010 -0.7114 2.2868 0.102 0.174 -0.229
H -2.5967 0.5869 1.1720 0.097 -0.402 -0.023
H -0.8439 -2.4990 2.8929 -0.030 0.266 0.198
H -0.1163 -1.2106 3.9185 -0.211 -0.098 -0.211
H -1.8923 -1.3806 3.8099 0.369 -0.067 0.005
H 1.4937 2.6869 -0.0021 0.428 -0.577 0.776
H 2.2136 2.9280 1.6032 0.148 0.006 0.374
H 2.6057 1.4348 0.7021 -0.497 0.337 -0.086
H -0.9674 2.7185 0.8408 0.181 -0.038 0.324
H -1.1820 2.0742 2.5127 0.158 0.145 -0.203
H -0.0417 3.4197 2.2068 -0.170 -0.257 -0.096
```
Positions in Å, forces in eV/Å.

Summary:
LUMO level   2.183 eV
Charge   -1
Gap between HOMO and LUMO   3.23 eV

---

3.
ORCA calculation (ωB97M-V/def2-TZVPD) on a 2-piece molecular cluster, C11H26O5P3 overall.

The geometry in XYZ format:
```
45
Properties=species:S:1:pos:R:3:forces:R:3
C 3.3283 -3.3871 -0.4429 -0.258 0.256 -0.630
C 2.6269 -2.7479 -1.6623 -0.242 -0.761 0.905
P 0.9318 -2.0405 -1.3455 -0.462 0.643 -1.107
C -0.0998 -3.4464 -0.7343 0.638 -0.013 0.023
P 1.0094 -0.4563 0.3206 0.512 -1.595 0.079
C 2.2244 0.5755 -0.7986 0.089 1.454 0.893
C 1.9940 2.0764 -0.7957 -1.280 -0.408 0.720
C 0.6473 2.5241 -1.2274 1.575 0.607 -1.948
O 1.8907 2.6534 -2.0586 0.293 -0.169 -0.487
P 0.9412 1.0867 1.9884 -0.798 1.620 -0.018
C 2.6704 1.1916 2.6561 -0.351 -0.496 -0.074
O 0.0617 0.3495 3.2149 0.667 -0.155 0.046
H 4.1171 -4.0636 -0.7767 0.183 -0.005 0.142
H 3.7312 -2.6125 0.2011 0.087 -0.067 0.191
H 2.5919 -3.9644 0.1119 0.079 -0.091 0.214
H 3.2461 -1.9784 -2.1159 -0.004 0.123 -0.078
H 2.4788 -3.5416 -2.3982 -0.004 0.096 -0.251
H -0.1388 -4.2057 -1.5163 -0.004 -0.130 0.013
H -1.1087 -3.0665 -0.5989 -0.069 0.081 0.121
H 0.2649 -3.8922 0.1940 -0.121 -0.057 0.109
H 2.1867 -1.1167 0.9495 0.027 0.123 0.136
H 0.1232 -1.2917 1.1605 -0.008 -0.009 0.041
H -0.1838 0.1010 -0.3137 0.093 0.362 0.029
H 2.1934 0.3252 -1.8567 0.081 -0.535 0.015
H 3.2178 0.4865 -0.3515 0.162 -0.689 -0.302
H 2.4687 2.6481 -0.0015 0.212 0.205 -0.199
H 0.3750 3.5681 -1.2884 -0.945 -0.109 1.306
H 0.0131 1.7501 -1.6306 -0.396 0.121 0.108
H 3.1226 2.1282 2.3415 0.099 0.025 -0.146
H 2.6230 1.2069 3.7437 0.019 -0.058 0.098
H 3.2574 0.3352 2.3115 0.208 0.013 0.101
H 0.4942 -0.4738 3.4778 -0.212 -0.273 -0.070
C -4.7383 2.9752 -0.5097 -0.137 -0.051 -0.323
C -4.6107 1.5774 0.0430 0.089 0.315 -0.084
C -3.3424 1.3220 0.8265 0.121 0.015 0.182
O -3.1302 -0.0738 0.6106 -0.101 -0.058 -0.070
C -3.7012 -0.4048 -0.5672 0.125 0.115 0.058
O -3.5455 -1.4304 -1.1392 -0.098 -0.186 -0.066
O -4.4936 0.6126 -1.0138 -0.030 -0.047 0.109
H -5.6975 3.1045 -1.0122 -0.017 0.014 0.051
H -4.6633 3.7138 0.2888 0.011 -0.030 0.041
H -3.9583 3.1657 -1.2471 0.103 -0.013 0.099
H -5.4946 1.3192 0.6352 0.029 -0.050 0.029
H -3.4462 1.5295 1.8886 0.065 -0.167 0.036
H -2.4783 1.8679 0.4388 -0.032 0.035 -0.043
```
Positions in Å, forces in eV/Å.

Summary:
LUMO level   2.791 eV
Charge   -1
Gap between HOMO and LUMO   5.54 eV

---

4.
ORCA calculation (ωB97M-V/def2-TZVPD) on a 2-piece molecular cluster, C11H27BClF2N3O9P2S2 overall.

The geometry in XYZ format:
```
58
Properties=species:S:1:pos:R:3:forces:R:3
C 4.4391 -2.7304 0.9572 0.152 -0.747 0.640
C 4.5189 -2.6970 -0.6800 0.673 0.131 -0.394
C 5.0587 -1.2167 -1.2394 0.038 -0.557 -0.340
C 3.1295 -3.1843 -1.4148 -0.223 -0.767 -0.124
C 2.8364 -4.7888 -1.0473 -0.366 1.051 0.839
C 1.7988 -2.3522 -0.9345 -0.169 -0.640 1.016
O 1.4710 -1.2375 -1.8356 -2.233 -0.124 0.624
C 0.0318 -0.9244 -1.8425 -0.724 -0.765 -1.106
C -0.1121 0.4931 -2.7128 2.652 -1.571 -0.956
N -0.7547 1.6176 -1.9325 -0.553 -1.127 -1.863
P 0.2801 2.3558 -0.6778 -1.346 7.796 4.345
O -0.3711 3.7828 -0.3056 2.074 -5.430 -2.092
C -2.0995 1.1262 -1.4450 -2.459 -0.769 0.262
C -1.9987 -0.2225 -0.5192 1.072 -0.506 -0.563
C -3.0748 -1.4166 -0.9594 0.573 -0.242 0.691
B -4.6450 -0.9286 -0.9199 -2.668 -0.273 0.932
O -5.2121 0.2751 -1.5588 1.577 -2.821 -0.411
O -5.6120 -1.7678 -0.1284 2.678 0.062 -3.419
P -2.4499 0.1853 1.3317 -1.502 1.887 2.035
O -2.1628 1.8682 1.6905 -0.816 -2.797 -1.080
Cl -1.0607 -0.8966 2.5936 -0.510 0.938 -1.414
N -0.6181 -0.8630 -0.4784 -0.114 0.471 -1.500
H 5.1054 -3.6311 1.3636 -1.427 2.014 -0.853
H 3.3541 -2.9355 1.3874 2.206 0.528 -1.017
H 4.8492 -1.7438 1.4541 -0.874 -1.985 -1.120
H 5.3687 -3.4703 -1.0008 -2.015 1.566 0.664
H 5.2584 -0.4689 -0.3509 -0.549 -1.470 -1.895
H 6.0905 -1.3994 -1.8034 -2.288 0.557 1.180
H 4.2757 -0.7791 -2.0194 1.731 -0.762 1.760
H 3.2230 -3.1492 -2.6036 -0.117 0.342 2.631
H 3.8477 -5.2976 -0.7349 -2.144 0.800 -0.793
H 2.1114 -4.7542 -0.0996 1.663 -0.467 -1.959
H 2.2735 -5.3438 -1.9229 1.317 1.120 1.816
H 1.8981 -1.8761 0.1558 -0.018 -1.265 -2.309
H 0.8864 -3.1144 -0.8923 1.810 1.513 -0.264
H -0.5868 -1.7336 -2.4651 1.671 1.390 0.894
H 0.9907 0.8647 -2.9792 -2.311 -1.013 0.622
H -0.6189 0.2583 -3.7493 0.540 0.799 2.341
H -0.9586 2.3898 -2.6363 0.361 -0.681 1.277
H 1.6301 2.6817 -1.1538 -1.132 -1.316 -0.255
H 0.3163 1.6003 0.5695 -0.004 -0.344 -1.543
H -2.6505 1.9893 -0.8782 1.165 -1.563 -0.991
H -2.7313 0.8531 -2.4144 1.451 0.727 2.029
H -2.7539 -1.9521 -1.9648 -0.524 1.359 1.836
H -2.9647 -2.2481 -0.1104 -0.220 1.746 -1.737
H -5.2101 0.1069 -2.5482 -0.034 0.526 1.666
H -5.4582 -2.6985 -0.5199 -0.344 1.853 1.408
H -2.9256 2.2654 2.2421 1.695 -0.745 -0.676
H -0.8057 -1.8340 -0.0842 0.793 1.646 -0.795
N -1.0298 5.6877 4.1983 -0.165 -0.987 0.207
S -2.3289 6.5683 4.1381 -3.605 3.689 -0.416
O -2.9986 6.8669 5.3994 1.168 -1.161 -1.379
O -3.1946 6.4203 2.9740 1.312 -0.726 1.301
F -1.6680 7.9936 3.8215 0.681 -0.691 0.044
S -1.3600 4.1991 4.5817 0.953 -3.413 1.194
O -0.1869 3.4180 4.9725 -1.138 1.742 -1.093
O -2.3149 3.4690 3.7573 0.555 1.322 0.493
F -2.1260 4.3194 5.9754 0.028 0.148 -0.390
```
Positions in Å, forces in eV/Å.

Summary:
LUMO level   -1.555 eV
Gap between HOMO and LUMO   6.98 eV